DFT (ωB97M-V/def2-TZVPD) results for an isolated molecule of C12H15N at a distorted geometry.

Cartesian coordinates (Å):
N: -1.5496 -0.6641 -1.5022
C: 3.2681 0.4833 -0.4423
C: -1.2997 -1.6929 -0.5238
C: 0.9765 0.8385 0.1339
C: -0.5113 -1.1613 0.7182
C: -1.5859 1.0836 0.3786
C: 2.1308 1.3424 -0.3400
C: -2.1794 0.5240 -0.9211
C: 3.1881 -0.8933 -0.0984
C: -0.2305 1.7700 0.2281
C: 0.8053 -0.5373 0.3694
C: 1.9176 -1.3560 0.2630
C: -1.4577 -0.0501 1.3626
H: 4.0436 -1.5671 -0.2640
H: 4.1971 0.8942 -0.7453
H: -1.1613 0.2360 2.4028
H: 2.2461 2.3829 -0.6517
H: -0.2915 2.4296 -0.6292
H: -0.7067 -0.3754 -1.9471
H: -0.3530 -1.8991 1.5258
H: -2.2729 -2.0525 -0.0086
H: -3.1769 0.2339 -0.6459
H: -2.4512 -0.5248 1.5444
H: -0.8139 -2.5684 -0.9854
H: -2.2775 1.8204 0.8115
H: -0.0698 2.4494 1.1049
H: -2.1716 1.2869 -1.6811
H: 1.7870 -2.4329 0.5431

DFT total energy   -521.010354 a.u.
Structure (SMILES)   c1ccc2c(c1)C[C@H]1CNC[C@@H]2C1
HOMO   -8.58 eV
Relative energy (zero: lowest compared OMol25 entry of this formula, charge and spin)   0.7349 eV
Multiplicity   1
Total charge   0

Here is what Löwdin gives for the atomic charges, in e: -0.04, -0.06, -0.18, -0.18, -0.23, -0.32, -0.05, -0.18, -0.07, -0.10, -0.17, -0.05, -0.13, 0.10, 0.08, 0.13, 0.12, 0.11, 0.10, 0.14, 0.14, 0.11, 0.11, 0.12, 0.14, 0.14, 0.11, 0.13

DFT (ωB97M-V/def2-TZVPD) results for a structure of composition C12H15N5 at a distorted geometry.

Cartesian coordinates (Å):
N: -0.8951 0.8333 0.1577
N: -1.7543 -1.2467 0.6805
N: -3.1991 0.6941 -0.0578
N: -6.0654 -0.9460 -0.6425
N: -3.7526 -1.4479 0.1652
C: 3.0823 0.3693 0.5612
C: 2.7514 -2.2748 -0.7489
C: 3.5928 -2.0633 0.3142
C: -2.0961 1.6451 0.0795
C: 0.3564 1.6777 -0.1035
C: -2.8156 -0.6600 0.3326
C: 1.4235 1.5252 -0.9757
C: -0.7339 -0.2442 0.9673
C: -4.9410 -1.2448 -0.2955
C: 2.1754 0.2124 -0.7167
C: 1.9290 -1.0328 -1.0832
C: 3.9317 -0.6809 0.7903
H: -3.7354 -2.5141 0.3379
H: 4.1830 -2.7624 0.6084
H: 1.2798 -0.9161 -2.2540
H: -2.2480 2.6254 -0.5140
H: 4.4249 -0.6043 1.8142
H: -3.8554 0.8227 -0.6154
H: 0.7001 1.8843 1.1258
H: 3.2289 1.2708 0.8364
H: 0.0198 3.0209 -0.2942
H: -2.2546 2.1621 1.1176
H: 0.9872 1.2659 -1.9726
H: -0.5719 0.3019 1.9149
H: 0.2590 -0.7553 0.7350
H: 2.4959 -3.0119 -1.1179
H: 2.0974 2.0944 -1.1467

DFT total energy   -739.593978 a.u.
HOMO   -8.39 eV
Relative energy (zero: lowest compared OMol25 entry of this formula, charge and spin)   12.2567 eV
Multiplicity   1
Total charge   0

Here is what Löwdin gives for the atomic charges, in e: -0.18, 0.15, 0.14, 0.14, 0.07, 0.00, 0.01, -0.04, -0.18, -0.18, -0.45, -0.22, -0.27, -0.28, -0.22, -0.05, -0.05, 0.23, 0.03, 0.19, 0.14, 0.12, 0.00, 0.17, 0.03, 0.20, 0.13, 0.14, 0.13, 0.13, -0.04, 0.02

DFT (ωB97M-V/def2-TZVPD) results for an isolated molecule of C12H15N5O3 at a distorted geometry.

Cartesian coordinates (Å):
O: -0.2985 4.1756 1.9219
O: 0.9513 -4.4570 -0.9859
O: 2.1103 0.3439 1.7164
N: -2.3860 0.4673 0.1884
N: 0.9648 2.2973 1.9498
N: -1.3503 2.3254 1.1399
N: -2.3651 -0.8467 -0.1867
N: -0.1076 -0.9996 0.5469
C: -1.3231 1.0665 0.7805
C: 0.6702 -4.1134 0.3664
C: 0.6409 -3.4266 -1.9111
C: -3.6170 1.1649 -0.0971
C: -0.8690 -3.9858 0.4742
C: 1.0565 0.9670 1.5446
C: -0.1313 0.2572 0.9743
C: -0.8689 -3.2158 -1.9627
C: -1.4345 -2.9871 -0.5406
C: 2.1017 2.9464 2.6463
C: -0.1992 2.9761 1.6341
C: -1.2820 -1.5429 -0.0299
H: 1.0087 -3.6464 -2.9498
H: -1.2868 -4.0770 -2.4622
H: -4.2801 0.5366 -0.6832
H: -4.1134 1.3937 0.8533
H: 1.0949 -2.5295 -1.5704
H: -1.0689 -2.3404 -2.6023
H: 2.9486 2.2785 2.7815
H: 2.4433 3.7627 2.0184
H: -1.1191 -3.6808 1.5035
H: 1.2254 -3.1761 0.5766
H: -3.4078 2.1199 -0.6259
H: -1.2951 -4.9644 0.3424
H: 1.7987 3.2791 3.6461
H: -2.5073 -3.2099 -0.5874
H: 0.9653 -4.9103 1.0328

DFT total energy   -965.745481 a.u.
Structure (SMILES)   Cn1nc(C2CCOCC2)nc2c(=O)n(C)c(=O)nc1-2
HOMO   -9.23 eV
Relative energy (zero: lowest compared OMol25 entry of this formula, charge and spin)   1.1985 eV
Multiplicity   1
Total charge   0

Here is what Löwdin gives for the atomic charges, in e: 0.06, -0.15, 0.08, -0.08, 0.02, 0.19, 0.18, 0.25, -0.23, -0.18, -0.21, -0.01, -0.13, -0.32, -0.04, -0.12, -0.24, 0.02, -0.47, -0.23, 0.14, 0.11, 0.09, 0.10, 0.10, 0.12, 0.08, 0.10, 0.12, 0.12, 0.11, 0.11, 0.10, 0.14, 0.12

DFT (ωB97M-V/def2-TZVPD) results for a structure of composition C12H15N7O4STi.

Cartesian coordinates (Å):
Ti: -0.0682 -0.1892 0.7039
S: 0.6959 -2.6396 1.0675
O: -1.6746 -0.2519 4.4874
O: 3.8634 0.8173 0.3450
O: 1.7238 0.2432 -0.0492
O: -1.3790 -0.1753 2.2321
N: -0.9262 1.1865 -2.3310
N: -0.5706 -0.7376 -3.5633
N: -0.8226 -0.8574 -1.2266
N: 1.0793 0.3627 2.3635
N: -1.4386 3.3035 -1.6535
N: -2.0369 -3.4135 0.9144
N: -0.9453 1.6717 -0.0371
C: -0.7833 -0.1955 -2.3237
C: -0.9168 -3.1266 0.9979
C: 2.6667 0.4252 4.5566
C: 2.7497 0.5384 0.7201
C: 2.3819 0.5026 2.1971
C: -0.1886 -2.1434 -3.6041
C: -1.3605 -0.3086 -4.7127
C: -0.8715 -0.0916 3.4239
C: 1.3184 0.2336 4.7313
C: 3.2433 0.5571 3.2730
C: -1.1164 2.0339 -1.2525
C: 0.4959 0.1868 3.5783
H: -1.1935 2.3931 0.6299
H: -0.8430 -0.6131 -5.6200
H: -2.3555 -0.7649 -4.7056
H: 0.5794 -2.3420 -2.8589
H: -2.0136 3.4071 -2.4729
H: 0.8903 0.0967 5.7140
H: -1.0403 -2.8124 -3.4385
H: -1.4809 0.7705 -4.7543
H: 3.3103 0.4530 5.4270
H: 4.3047 0.6748 3.1188
H: -1.6055 3.9827 -0.9306
H: -0.6079 1.6448 -3.1683
H: -0.7830 -1.8622 -1.3488
H: 0.2305 -2.3518 -4.5860
H: -2.5112 -0.6086 4.1560

DFT total energy   -2398.380312 a.u.
HOMO (alpha / beta)   -5.84 / -8.05 eV
Multiplicity   3
Total charge   0

Here is what Löwdin gives for the atomic charges, in e: 0.89, 0.57, 0.12, 0.09, -0.18, -0.14, 0.16, -0.15, 0.09, 0.01, 0.16, 0.03, 0.10, -0.40, -0.91, -0.06, -0.55, -0.19, -0.04, -0.04, -0.45, 0.01, 0.00, -0.46, -0.20, 0.10, 0.09, 0.10, 0.10, 0.11, 0.11, 0.11, 0.07, 0.11, 0.11, 0.11, 0.14, 0.04, 0.09, 0.13

DFT (ωB97M-V/def2-TZVPD) results for a structure of composition C12H15NO at a distorted geometry.

Cartesian coordinates (Å):
O: 2.2520 0.1501 2.3757
N: -0.6310 2.4979 2.7328
C: -1.2180 -1.9997 1.8154
C: -1.9313 -2.0681 -0.6343
C: -0.6400 -0.1756 0.2745
C: 0.1250 0.8993 0.9012
C: -1.3302 1.9709 -0.9556
C: 1.9693 -0.0961 -1.1843
C: 1.9537 0.4260 1.2673
C: 2.7381 0.4717 0.0120
C: -1.2234 -1.3386 0.4700
C: 0.8229 0.8100 -1.6210
C: -0.2620 0.9663 -0.5697
C: -0.3096 1.7678 1.9067
H: 2.6663 -0.2142 -2.0160
H: -1.7319 -3.1360 -0.5653
H: 2.9853 1.5216 -0.1754
H: -0.7780 -1.3479 2.5651
H: -2.2342 -2.2507 2.1142
H: -1.6161 -1.7101 -1.6122
H: -2.0898 2.0420 -0.1812
H: -0.8895 2.9560 -1.0961
H: 1.2150 1.7988 -1.8771
H: 3.6735 -0.0758 0.1643
H: 1.5794 -1.0841 -0.9292
H: -3.0086 -1.9225 -0.5475
H: 0.3660 0.3942 -2.5243
H: -1.8094 1.6726 -1.8872
H: -0.6435 -2.9258 1.7772

DFT total energy   -596.012690 a.u.
HOMO (alpha / beta)   -4.49 / -9.24 eV
Relative energy (zero: lowest compared OMol25 entry of this formula, charge and spin)   0.0000 eV
Multiplicity   3
Total charge   0

Here is what Löwdin gives for the atomic charges, in e: 0.14, 0.18, -0.03, -0.04, -0.07, -0.14, -0.01, -0.18, -0.24, -0.13, -0.27, -0.14, -0.37, -0.19, 0.11, 0.08, 0.13, 0.08, 0.09, 0.08, 0.09, 0.09, 0.12, 0.12, 0.12, 0.09, 0.12, 0.08, 0.09

DFT (ωB97M-V/def2-TZVPD) results for an isolated molecule of C12H15NO2 at a distorted geometry.

Cartesian coordinates (Å):
O: 2.1518 -0.0413 -1.1399
O: 0.4154 -3.0996 -1.0400
N: 1.2870 0.6454 -0.2053
C: -1.5670 1.4182 3.1698
C: -0.0527 -4.0418 -0.0415
C: -2.5977 2.8239 1.4025
C: -0.7865 1.3283 0.8403
C: -0.6840 1.0641 2.1910
C: 2.1977 1.4020 0.6443
C: 0.0395 0.5806 -0.1163
C: 1.2092 -2.1127 -0.5489
C: 0.8430 -1.1362 -2.9283
C: 1.8336 -1.2791 -1.7045
C: -2.5662 2.2923 2.7437
C: -1.8750 2.1797 0.4543
H: 2.6996 -1.5447 -2.1585
H: 0.1531 0.4649 2.5293
H: -1.5423 1.0516 4.1182
H: -1.9853 2.4866 -0.5710
H: -3.2279 2.5836 3.4995
H: -3.2627 3.6287 1.1605
H: -1.0433 -4.1404 -0.2001
H: 0.0500 -3.6134 0.9340
H: 0.7497 -2.1273 -3.3866
H: 0.6816 -4.7702 -0.0165
H: 1.6642 2.0738 1.3202
H: 2.9015 1.9846 0.0248
H: 2.7824 0.6886 1.1742
H: -0.1369 -0.7073 -2.7267
H: 1.3201 -0.5153 -3.6718

DFT total energy   -671.199653 a.u.
HOMO   -7.40 eV
Relative energy (zero: lowest compared OMol25 entry of this formula, charge and spin)   7.7733 eV
Multiplicity   1
Total charge   0

Here is what Löwdin gives for the atomic charges, in e: -0.10, -0.14, -0.14, -0.08, -0.03, -0.08, -0.22, -0.09, 0.00, 0.03, 0.08, -0.04, -0.34, -0.06, -0.05, 0.11, 0.11, 0.07, 0.10, 0.07, 0.09, 0.06, 0.08, 0.07, 0.07, 0.09, 0.10, 0.09, 0.07, 0.07

DFT (ωB97M-V/def2-TZVPD) results for an isolated molecule of C12H15O6PS at a distorted geometry.

Cartesian coordinates (Å):
S: -2.1086 1.0903 0.4532
P: -2.3658 -2.1657 -0.6573
O: -0.0319 -0.8225 -2.3329
O: -3.1707 -2.4295 0.8035
O: 0.5790 -2.8779 -3.1973
O: 0.1989 -2.6144 -0.9199
O: -2.4295 -3.4547 -1.3991
O: -3.2161 -1.0458 -1.5948
C: 3.8225 0.5966 -1.3505
C: -1.3992 2.0485 1.8605
C: -0.0430 -0.3393 -0.9716
C: 3.1122 1.2469 0.9978
C: -0.6090 -1.6113 -0.2712
C: 2.4687 0.0887 -1.6527
C: -1.3246 1.0484 3.1073
C: 1.7635 0.7401 0.6829
C: 0.2983 -2.2060 -2.2750
C: 1.4030 0.1605 -0.6206
C: -0.9129 1.0065 -0.9429
C: 4.1414 1.1921 -0.0394
H: -0.5422 0.2570 2.9350
H: 5.1741 1.5834 0.1113
H: -1.4031 1.0750 -1.9581
H: -0.2013 1.8735 -0.8871
H: 4.6197 0.5637 -2.1317
H: -3.8627 -0.6066 -0.9994
H: -2.3201 0.5099 3.1073
H: 1.0012 0.8122 1.4943
H: 2.2947 -0.3352 -2.6725
H: 3.3269 1.6989 2.0024
H: -2.1193 2.8673 2.1162
H: -0.4147 -1.7976 0.8158
H: -4.1196 -2.2569 0.6490
H: -0.4031 2.5167 1.6552
H: -1.2066 1.5872 4.0821

DFT total energy   -1657.260197 a.u.
Structure (SMILES)   CCSC[C@]1(c2ccccc2)OC(=O)O[C@@H]1P(=O)(O)O
HOMO   -9.33 eV
Multiplicity   1
Total charge   0

Here is what Löwdin gives for the atomic charges, in e: 0.87, 0.62, 0.02, -0.17, 0.21, 0.02, -0.25, -0.18, -0.06, -0.51, -0.40, -0.06, -0.23, 0.01, -0.17, -0.03, -0.47, -0.11, -0.36, -0.08, 0.06, 0.10, 0.11, 0.10, 0.10, 0.05, 0.06, 0.08, 0.12, 0.10, 0.07, 0.16, 0.08, 0.07, 0.07

DFT (ωB97M-V/def2-TZVPD) results for a structure of composition C12H15OPS at a distorted geometry.

Cartesian coordinates (Å):
S: -0.6945 -2.2899 -0.1083
P: -2.5057 -0.4681 -1.1128
O: -1.9958 0.1930 -2.3089
C: 0.4675 -1.0772 0.6180
C: 1.4103 -1.6289 -1.5117
C: -2.0715 0.5757 0.3865
C: -1.3995 2.6941 1.4072
C: -2.6901 0.1925 1.6262
C: 2.5601 -1.5604 -2.5625
C: -1.9805 2.3227 2.6302
C: 0.4793 -2.5408 -1.4282
C: -2.6389 1.1201 2.6957
C: 1.1936 -0.4201 -0.5535
C: -1.4034 1.8257 0.2877
C: 2.4634 0.3725 -0.1422
H: 2.5130 0.8263 0.7616
H: 1.2922 -1.4664 1.1725
H: 3.3402 -0.3496 -0.2146
H: -1.9267 3.0662 3.4467
H: 2.6847 1.1015 -0.9331
H: 0.3738 -3.3688 -2.1322
H: 3.5249 -1.9653 -2.0504
H: -0.6393 3.5387 1.5279
H: 2.5163 -0.5008 -2.9515
H: 0.5152 0.3499 -1.0574
H: -3.2506 0.9333 3.5410
H: -0.7618 2.0389 -0.5149
H: -0.2399 -0.6105 1.2689
H: 2.2791 -2.3834 -3.3283
H: -3.4155 -0.5209 1.5406

DFT total energy   -1280.961690 a.u.
HOMO   -8.05 eV
Relative energy (zero: lowest compared OMol25 entry of this formula, charge and spin)   1.3780 eV
Multiplicity   1
Total charge   0

Here is what Löwdin gives for the atomic charges, in e: 0.87, 0.77, -0.50, -0.40, -0.34, -0.44, -0.08, -0.10, -0.04, -0.10, -0.36, -0.09, -0.36, -0.09, -0.05, 0.03, 0.09, 0.10, 0.11, 0.08, 0.09, 0.10, 0.12, 0.10, 0.13, 0.09, 0.08, 0.03, 0.10, 0.06

Question: Look up the total charge of the eighth one.
Answer: 0

Question: Look up the multiplicity of the fourth one.
Answer: 3

Question: Which formula does entry 7 have?
Answer: C12H15O6PS

Copy entry 3 word for word.
DFT (ωB97M-V/def2-TZVPD) results for an isolated molecule of C12H15N5O3 at a distorted geometry.

Cartesian coordinates (Å):
O: -0.2985 4.1756 1.9219
O: 0.9513 -4.4570 -0.9859
O: 2.1103 0.3439 1.7164
N: -2.3860 0.4673 0.1884
N: 0.9648 2.2973 1.9498
N: -1.3503 2.3254 1.1399
N: -2.3651 -0.8467 -0.1867
N: -0.1076 -0.9996 0.5469
C: -1.3231 1.0665 0.7805
C: 0.6702 -4.1134 0.3664
C: 0.6409 -3.4266 -1.9111
C: -3.6170 1.1649 -0.0971
C: -0.8690 -3.9858 0.4742
C: 1.0565 0.9670 1.5446
C: -0.1313 0.2572 0.9743
C: -0.8689 -3.2158 -1.9627
C: -1.4345 -2.9871 -0.5406
C: 2.1017 2.9464 2.6463
C: -0.1992 2.9761 1.6341
C: -1.2820 -1.5429 -0.0299
H: 1.0087 -3.6464 -2.9498
H: -1.2868 -4.0770 -2.4622
H: -4.2801 0.5366 -0.6832
H: -4.1134 1.3937 0.8533
H: 1.0949 -2.5295 -1.5704
H: -1.0689 -2.3404 -2.6023
H: 2.9486 2.2785 2.7815
H: 2.4433 3.7627 2.0184
H: -1.1191 -3.6808 1.5035
H: 1.2254 -3.1761 0.5766
H: -3.4078 2.1199 -0.6259
H: -1.2951 -4.9644 0.3424
H: 1.7987 3.2791 3.6461
H: -2.5073 -3.2099 -0.5874
H: 0.9653 -4.9103 1.0328

DFT total energy   -965.745481 a.u.
Structure (SMILES)   Cn1nc(C2CCOCC2)nc2c(=O)n(C)c(=O)nc1-2
HOMO   -9.23 eV
Relative energy (zero: lowest compared OMol25 entry of this formula, charge and spin)   1.1985 eV
Multiplicity   1
Total charge   0

Here is what Löwdin gives for the atomic charges, in e: 0.06, -0.15, 0.08, -0.08, 0.02, 0.19, 0.18, 0.25, -0.23, -0.18, -0.21, -0.01, -0.13, -0.32, -0.04, -0.12, -0.24, 0.02, -0.47, -0.23, 0.14, 0.11, 0.09, 0.10, 0.10, 0.12, 0.08, 0.10, 0.12, 0.12, 0.11, 0.11, 0.10, 0.14, 0.12